#P
ORCA calculation (ωB97M-V/def2-TZVPD) on an isolated ion of composition C5H12NO and charge -1.

Results
- SMILES: CC(C)CNC[O-]
- E_LUMO: 3.93 eV
- Orbital gap: 6.65 eV
- Total charge: -1

XYZ file:
```
19
Properties=species:S:1:pos:R:3:mulliken_charge:R:1
C -1.5037 1.8594 -0.6686 -1.395
C -1.0441 0.3617 -0.6558 0.649
C -2.3014 -0.4900 -0.5182 -1.615
C -0.1535 0.0710 0.5351 -0.818
N 0.6414 -1.1812 0.4180 -0.523
C 2.2716 -0.9419 0.3259 -0.294
O 2.5705 0.3165 0.5128 -0.833
H -0.6169 2.3481 -1.0788 0.389
H -1.8468 2.2830 0.2858 0.263
H -2.4704 1.9179 -1.1829 0.373
H -0.5039 0.2620 -1.5971 0.162
H -2.9983 -0.4207 -1.3302 0.397
H -2.0026 -1.5265 -0.3895 0.482
H -2.7326 -0.4899 0.4923 0.341
H 0.6915 0.8041 0.4002 0.325
H -0.6884 0.2840 1.4597 0.390
H 0.4455 -1.7054 1.2617 0.277
H 2.5644 -1.5698 1.1870 0.224
H 2.4664 -1.2856 -0.7210 0.206
```

#Q
ORCA calculation (ωB97M-V/def2-TZVPD) on an isolated ion of composition C5H12NO and charge -1.

Results
- SMILES: CCNCCC[O-]
- E_LUMO: 3.67 eV
- Orbital gap: 5.84 eV
- Total charge: -1

XYZ file:
```
19
Properties=species:S:1:pos:R:3:mulliken_charge:R:1
C 2.3869 -0.2651 -0.6949 -1.132
C 1.7804 0.3030 0.5777 -0.514
N 0.4078 0.7178 0.4511 -0.344
C -0.5593 -0.1863 1.0582 -0.396
C -1.9465 0.0878 0.5183 -0.552
C -2.0793 -0.0235 -1.0200 -0.381
O -3.3521 0.0745 -1.4428 -0.891
H 2.0708 -1.2800 -0.9244 0.280
H 3.4811 -0.2890 -0.5893 0.372
H 2.1571 0.3803 -1.5467 0.308
H 1.8723 -0.4368 1.3773 0.332
H 2.4207 1.1489 0.8524 0.321
H 0.1410 0.8459 -0.5176 0.209
H -0.4875 -0.0785 2.1399 0.287
H -0.3343 -1.2270 0.7921 0.322
H -2.2708 1.0751 0.8424 0.270
H -2.6756 -0.6271 0.9180 0.278
H -1.5760 -0.9874 -1.2938 0.123
H -1.4366 0.7674 -1.4981 0.109
```

#R
ORCA calculation (ωB97M-V/def2-TZVPD) on an isolated ion of composition C5H12NO and charge -1.

Results
- SMILES: CC[C@@H](C)NC[O-]
- E_LUMO: 3.87 eV
- Orbital gap: 6.14 eV
- Total charge: -1

XYZ file:
```
19
Properties=species:S:1:pos:R:3:mulliken_charge:R:1
C -0.2336 -1.1750 1.9072 -1.355
C 0.1042 0.0388 1.0060 -0.241
C 0.1191 -0.3250 -0.4837 0.090
C -1.0564 -1.1698 -0.9457 -1.428
N 0.1493 0.8597 -1.3647 -0.405
C 1.1227 1.9503 -0.9663 -0.510
O 0.6093 2.8981 -0.2095 -0.850
H 0.2685 -2.0552 1.4995 0.298
H 0.1297 -1.0264 2.9190 0.415
H -1.3163 -1.2401 1.9388 0.307
H -0.5708 0.8665 1.2013 0.319
H 1.0848 0.4283 1.2655 0.360
H 1.0517 -0.8285 -0.7179 0.165
H -1.9749 -0.5804 -0.9947 0.332
H -1.3179 -2.0061 -0.2885 0.358
H -0.8704 -1.6037 -1.9282 0.357
H -0.7760 1.2733 -1.3844 0.293
H 1.5124 2.3232 -1.9457 0.289
H 1.9647 1.3719 -0.5080 0.207
```

Which of them is the most stable? Correct choice: #R.